*w*
ORCA calculation (ωB97M-V/def2-TZVPD) on C3H3NOS in the gas phase.

Positions of all 9 atoms, in Å:
C1 2.85276 -0.30807 0.23966
C2 -0.42486 0.58397 -0.30525
C3 -1.61220 -0.15784 -0.01914
N1 3.98227 -0.43467 0.06654
O1 -0.19094 1.60798 -0.82936
S1 1.22591 -0.37641 0.59704
H1 -2.46131 0.37877 -0.44583
H2 -1.73032 -0.12099 1.10365
H3 -1.64131 -1.17274 -0.40731

Calculated values
SMILES string   CC(=O)SC#N
HOMO   -9.66 eV

=====

*x*
ORCA calculation (ωB97M-V/def2-TZVPD) on a 2-piece molecular cluster, C3H3NOS overall.

Positions of all 9 atoms, in Å:
C1 1.08208 2.28680 0.51217
C2 1.19049 -0.05346 -0.04204
C3 0.54831 1.05936 0.04621
N1 1.43581 3.25314 0.95009
O1 1.72701 -1.06676 -0.08942
S1 -1.71011 -1.65672 -0.00027
H1 -1.09135 -2.88008 -0.15463
H2 -0.39103 0.98353 -0.32715
H3 -2.79121 -1.92581 -0.89497

Calculated values
SMILES string   N#CC=C=O.S
HOMO   -10.00 eV

=====

*y*
ORCA calculation (ωB97M-V/def2-TZVPD) on C3H3NOS as an isolated structure.

Positions of all 9 atoms, in Å:
C1 0.22527 0.54847 0.70392
C2 -0.50369 1.59315 0.62979
C3 -0.01093 -1.07776 -1.13235
N1 0.50061 -0.68225 0.24128
O1 -0.84900 -0.46966 -1.88452
S1 -1.39588 2.87890 0.55388
H1 1.19353 0.82836 1.37871
H2 0.45731 -1.63968 1.09583
H3 0.38278 -1.97954 -1.58655

Calculated values
HOMO   -8.27 eV

=====

Relative energies, in kcal/mol, with the most stable structure set to zero: *w* 0.0; *x* 2.3; *y* 51.4.

=====

*w*
ORCA calculation (ωB97M-V/def2-TZVPD) on C3H3NOS in the gas phase.

Positions of all 9 atoms, in Å:
C1 -1.39792 -0.00552 -1.15556
C2 0.34923 0.03496 0.79503
C3 1.77920 0.09660 0.62748
H1 -1.92902 0.44666 -1.97459
H2 0.04210 -1.01192 0.65013
H3 0.07334 0.38710 1.80866
N1 2.91598 -0.03869 0.45264
O1 -1.26542 -1.17854 -0.95522
S1 -0.56750 1.26937 -0.24856

Calculated values
SMILES string   N#CCSC=O
HOMO   -10.51 eV

=====

*x*
ORCA calculation (ωB97M-V/def2-TZVPD) on C3H3NOS as an isolated structure.

Positions of all 9 atoms, in Å:
C1 -0.66093 -1.43864 0.06544
C2 1.49814 -0.26451 -0.54007
C3 0.37380 -0.42735 0.29662
N1 -1.44920 -2.22662 -0.14163
O1 2.40390 0.47551 -0.12438
S1 -0.68881 1.51288 -0.25292
H1 1.49557 -0.76897 -1.48380
H2 0.59542 0.08939 1.20270
H3 -1.79879 1.17007 0.53095

Calculated values
HOMO   -10.34 eV

=====

Relative energies, in kcal/mol, with the most stable structure set to zero: *w* 0.0; *x* 39.9.

=====

*w*
ORCA calculation (ωB97M-V/def2-TZVPD) on C4H4N2O4 in the gas phase.

Positions of all 14 atoms, in Å:
C1 -0.73812 0.45999 0.02599
C2 0.43460 -0.13987 -0.07591
C3 -1.85210 -1.56989 0.01534
C4 1.80088 0.47354 -0.02604
N1 0.46202 -1.53176 -0.21369
N2 -1.18407 1.76855 0.02416
O1 -3.01189 -1.69706 0.04330
O2 -0.56053 2.54853 -0.68559
O3 -2.15441 2.06494 0.69384
O4 -0.77133 -2.23283 -0.06804
H1 2.14449 0.52704 1.00733
H2 1.74409 1.48247 -0.43086
H3 2.50949 -0.11235 -0.60453
H4 1.17687 -2.04128 0.29471

Calculated values
HOMO   -9.47 eV

=====

*x*
ORCA calculation (ωB97M-V/def2-TZVPD) on C4H4N2O4 in the gas phase.

Positions of all 14 atoms, in Å:
C1 0.52853 1.71407 -0.00070
C2 -0.80192 1.37378 -0.11843
C3 1.59170 0.75146 0.06637
C4 -1.30945 0.07632 -0.02587
N1 -0.39232 -0.93108 0.00789
N2 0.93258 -0.58068 -0.15566
O1 2.76008 0.78401 0.09378
O2 1.79695 -1.69098 -0.11380
O3 -2.57852 -0.35209 0.04765
O4 -0.80601 -2.11300 0.06682
H1 0.92985 2.75055 0.21945
H2 -1.58677 2.08490 -0.12732
H3 -2.37083 -1.35267 0.30675
H4 1.30614 -2.51460 -0.26694

Calculated values
SMILES string   O=c1ccc(O)[n+]([O-])n1O
HOMO (alpha / beta)   -8.58 / -8.58 eV

=====

Relative energies, in kcal/mol, with the most stable structure set to zero: *w* 62.1; *x* 0.0.

=====

*w*
ORCA calculation (ωB97M-V/def2-TZVPD) on an isolated ion of composition CH3N2S and charge +1.

Positions of all 7 atoms, in Å:
C1 -0.30023 -0.14149 0.03522
N1 -0.80714 1.09155 0.02265
N2 0.85247 -0.67250 0.05451
S1 -1.99658 -0.33738 -0.13222
H1 -0.59150 2.01116 -0.33138
H2 1.71356 -0.30987 0.41247
H3 1.12942 -1.64147 -0.06125

Calculated values
Charge   +1
HOMO   -14.80 eV

=====

*x*
ORCA calculation (ωB97M-V/def2-TZVPD) on a 2-piece molecular cluster, CH3N2S overall.

Positions of all 7 atoms, in Å:
C1 -0.46749 -0.14198 -0.02031
N1 -0.69947 1.06982 -0.30760
N2 0.43901 -1.04307 -0.10531
S1 -2.10748 0.23788 0.25631
H1 1.21171 2.67687 0.38068
H2 1.29414 -0.87497 -0.59257
H3 0.32958 -1.92455 0.38880

Calculated values
Charge   +1
HOMO (alpha / beta)   -14.44 / -15.80 eV

=====

*y*
ORCA calculation (ωB97M-V/def2-TZVPD) on an isolated ion of composition CH3N2S and charge +1.

Positions of all 7 atoms, in Å:
C1 -0.93456 -0.22206 -0.20529
N1 -1.32946 1.05308 -0.27313
N2 0.25810 -0.69174 -0.19554
S1 -2.58691 -0.23734 0.09067
H1 -1.22269 1.93434 0.37105
H2 1.20010 -0.11326 -0.28200
H3 0.36503 -1.68392 0.02633

Calculated values
Charge   +1
HOMO   -14.92 eV

=====

Relative energies, in kcal/mol, with the most stable structure set to zero: *w* 1.7; *x* 74.5; *y* 0.0.

=====

*w*
ORCA calculation (ωB97M-V/def2-TZVPD) on a 2-piece molecular cluster, C3H4S overall.

Positions of all 8 atoms, in Å:
C1 0.15771 1.33845 -0.32693
C2 0.85068 0.29105 -0.12572
C3 -0.47753 -1.45573 0.40302
S1 -0.80570 -2.80353 1.29013
H1 0.77257 2.26473 -0.63948
H2 -0.88467 1.38659 0.15603
H3 1.80250 0.12717 -0.72077
H4 -1.41555 -1.14872 -0.03629

Calculated values
HOMO   -8.36 eV

=====

*x*
ORCA calculation (ωB97M-V/def2-TZVPD) on C3H4S in the gas phase.

Positions of all 8 atoms, in Å:
C1 -0.56819 0.82881 -0.03425
C2 0.78410 0.18890 -0.04118
C3 1.54558 -0.69053 -0.07902
H1 -0.84630 -1.27024 0.23708
H2 -0.75093 1.23215 0.89712
H3 -0.68277 1.48822 -0.85497
H4 2.43099 -1.27414 -0.05300
S1 -1.91248 -0.50317 -0.07178

Calculated values
SMILES string   C#CCS
HOMO   -9.28 eV

=====

Relative energies, in kcal/mol, with the most stable structure set to zero: *w* 63.4; *x* 0.0.